Entry 1:
{
  "formula": "Cl2NO3P",
  "method": "ωB97M-V with the def2-TZVPD basis set",
  "elements": ["N", "O", "O", "O", "P", "Cl", "Cl"],
  "coordinates": [[-0.572, 0.048, 1.387], [-0.968, 1.133, 1.581], [-0.537, -0.967, 1.971], [1.556, -1.138, -0.881], [0.465, -0.185, -0.781], [-1.005, -0.591, -2.092], [1.061, 1.700, -1.185]],
  "lowdin_charge": [-0.3817, 0.0834, 0.1009, -0.4178, -0.0184, 0.3171, 0.3165],
  "e_above_lowest_ev": 1.3808,
  "e_homo_ev": [-10.21, -10.21],
  "orbital_gap_ha": [0.29900, 0.29908]
}

=====

Entry 2:
{
  "formula": "C15H28BiNO",
  "method": "ωB97M-V with the def2-TZVPD basis set",
  "elements": ["C", "H", "H", "H", "C", "H", "H", "C", "H", "H", "H", "C", "C", "C", "C", "C", "C", "C", "C", "C", "C", "Bi", "H", "H", "H", "H", "H", "H", "H", "H", "H", "H", "H", "H", "H", "H", "H", "C", "C", "N", "O", "H", "H", "H", "H", "H"],
  "coordinates": [[1.483, -2.595, 0.724], [1.586, -3.267, 1.583], [0.901, -3.118, -0.038], [0.625, -1.686, 1.479], [2.871, -2.122, 0.287], [2.792, -1.254, -0.391], [3.437, -1.785, 1.163], [3.659, -3.223, -0.428], [4.593, -2.815, -0.822], [3.909, -4.033, 0.266], [3.094, -3.648, -1.262], [-1.179, 1.491, -0.657], [-0.184, 1.254, -1.655], [-0.355, -0.093, -2.165], [-1.433, -0.706, -1.425], [-1.930, 0.284, -0.482], [-3.216, 0.184, 0.265], [-2.092, -1.994, -1.777], [0.323, -0.677, -3.352], [0.732, 2.282, -2.219], [-1.535, 2.818, -0.108], [0.475, -0.502, 0.215], [-2.811, -2.306, -1.013], [-2.642, -1.905, -2.726], [-1.361, -2.803, -1.902], [-3.502, -0.861, 0.465], [-3.170, 0.707, 1.233], [-4.041, 0.639, -0.313], [-0.656, 3.450, 0.033], [-2.206, 3.344, -0.801], [-2.055, 2.743, 0.848], [1.632, 1.836, -2.672], [0.224, 2.863, -3.009], [1.066, 2.998, -1.451], [0.575, -1.735, -3.199], [-0.329, -0.625, -4.237], [1.249, -0.145, -3.597], [-0.980, 1.519, 4.153], [0.100, 1.680, 3.134], [1.068, 2.563, 3.448], [0.140, 1.066, 2.043], [-0.744, 2.101, 5.049], [-1.074, 0.463, 4.428], [-1.937, 1.874, 3.752], [1.828, 2.721, 2.791], [1.069, 3.016, 4.341]],
  "lowdin_charge": [-0.2467, 0.1117, 0.0883, 0.0364, -0.3490, 0.0560, 0.1277, -0.0640, 0.0977, 0.0978, 0.0884, -0.2951, -0.3117, -0.3430, -0.3404, -0.2875, -0.0043, -0.0143, -0.0162, -0.0164, -0.0075, 2.0245, 0.0874, 0.1187, 0.0900, 0.0909, 0.0894, 0.1252, 0.0909, 0.1193, 0.0827, 0.0896, 0.1191, 0.0927, 0.0901, 0.1162, 0.0880, 0.0259, -0.5158, 0.2140, -0.2101, 0.0961, 0.1047, 0.1022, 0.1374, 0.1233],
  "e_homo_ev": [-15.25, -15.24],
  "orbital_gap_ha": [0.26464, 0.26461],
  "charge": 2
}

=====

Entry 3:
{
  "formula": "C2F4",
  "method": "ωB97M-V with the def2-TZVPD basis set",
  "elements": ["F", "C", "F", "C", "F", "F"],
  "coordinates": [[0.321, 0.291, -1.716], [-0.316, 0.143, -0.568], [-1.617, 0.291, -0.645], [0.314, -0.140, 0.564], [1.618, -0.296, 0.652], [-0.320, -0.289, 1.714]],
  "lowdin_charge": [0.1518, -0.3129, 0.1616, -0.3085, 0.1575, 0.1506],
  "e_above_lowest_ev": 0.0034,
  "e_homo_ev": -9.94,
  "smiles": "FC(F)=C(F)F",
  "orbital_gap_ha": 0.39495
}